1.
{
  "formula": "C19H20N2O5S",
  "method": "ωB97M-V with the def2-TZVPD basis set",
  "symbols": ["O", "C", "C", "O", "C", "O", "C", "C", "C", "C", "C", "S", "O", "O", "N", "C", "C", "C", "C", "C", "N", "C", "C", "C", "C", "C", "C", "H", "H", "H", "H", "H", "H", "H", "H", "H", "H", "H", "H", "H", "H", "H", "H", "H", "H", "H", "H"],
  "coordinates": [[2.193, 0.659, -1.912], [1.380, 1.114, -2.677], [-0.130, 1.093, -2.356], [-0.350, 0.347, -1.179], [-0.111, -0.970, -1.293], [0.096, -1.513, -2.349], [-0.180, -1.673, 0.012], [0.043, -3.049, 0.034], [-0.002, -3.748, 1.227], [-0.277, -3.076, 2.409], [-0.497, -1.712, 2.378], [-0.904, -0.830, 3.884], [-0.790, -1.743, 4.990], [-0.163, 0.395, 3.933], [-2.508, -0.454, 3.544], [-2.978, 0.832, 4.035], [-3.784, 0.492, 5.287], [-4.492, -0.792, 4.857], [-3.461, -1.482, 3.947], [-0.450, -0.998, 1.199], [1.636, 1.703, -3.872], [2.875, 1.921, -4.494], [4.083, 1.537, -3.923], [5.267, 1.790, -4.594], [5.262, 2.422, -5.826], [4.058, 2.803, -6.394], [2.870, 2.556, -5.734], [-0.489, 2.103, -2.148], [-0.681, 0.651, -3.195], [0.256, -3.549, -0.899], [0.177, -4.812, 1.239], [-0.316, -3.585, 3.359], [-3.618, 1.282, 3.268], [-2.120, 1.475, 4.216], [-3.103, 0.290, 6.114], [-4.474, 1.283, 5.573], [-5.391, -0.549, 4.288], [-4.772, -1.420, 5.699], [-3.924, -1.916, 3.056], [-2.918, -2.264, 4.481], [-0.611, 0.067, 1.216], [0.841, 2.021, -4.411], [4.090, 1.044, -2.966], [6.201, 1.489, -4.145], [6.190, 2.616, -6.342], [4.043, 3.296, -7.355], [1.931, 2.854, -6.180]],
  "forces_ev_per_angstrom": [[0.1986, -0.0275, 0.1101], [-0.6253, 0.0417, 0.0635], [0.1551, -0.1739, -0.1290], [-0.0559, 0.2196, 0.1609], [-0.0310, -0.2825, -0.3173], [-0.0238, 0.1092, 0.1739], [0.0016, -0.0176, 0.3627], [-0.0191, 0.1130, -0.0502], [-0.0079, 0.0571, -0.0488], [0.0169, 0.0034, 0.1656], [-0.0926, 0.0924, 0.5691], [-0.2508, -0.1875, -0.4238], [-0.0795, -0.1000, -0.2011], [-0.0689, 0.1552, -0.2252], [1.1221, -0.0739, 0.1651], [0.0019, 0.6381, 0.2647], [-0.0202, -0.0149, -0.1761], [0.1089, 0.0887, -0.0011], [-0.3576, -0.8042, -0.1060], [0.0979, 0.0111, -0.3424], [-0.1600, 0.1710, -0.3099], [0.2818, 0.0507, -0.0834], [-0.0347, -0.1047, 0.1995], [-0.0174, 0.0756, -0.1413], [0.1321, 0.0086, -0.0388], [-0.0268, -0.0011, -0.0001], [-0.0193, -0.0365, 0.0683], [0.0389, -0.1050, -0.0411], [0.0820, 0.1502, 0.1036], [0.0128, -0.0380, -0.0572], [0.0136, -0.0733, 0.0062], [0.0022, -0.1164, 0.0725], [0.0597, 0.0225, 0.0639], [-0.1732, 0.1461, -0.0446], [0.0174, 0.0467, 0.0514], [0.0040, 0.0358, 0.0596], [-0.0356, -0.0261, 0.0273], [-0.0645, -0.0416, -0.0200], [-0.0074, -0.0367, 0.1228], [-0.2401, -0.0426, -0.0424], [-0.0241, 0.1376, -0.0971], [0.0543, -0.1141, 0.1736], [-0.0093, -0.0117, 0.0263], [0.0706, -0.0314, 0.0491], [0.0786, 0.0161, -0.0439], [-0.0110, 0.0376, -0.0716], [-0.0952, 0.0334, -0.0475]],
  "homo_lumo_gap_ha": 0.3312,
  "e_above_lowest_kcal_mol": 33.76,
  "smiles": "O=C(COC(=O)c1cccc(S(=O)(=O)N2CCCC2)c1)Nc1ccccc1",
  "charge": 0,
  "lumo_energy_ev": 0.286
}

---

2.
{
  "formula": "C2H3N4O",
  "method": "ωB97M-V with the def2-TZVPD basis set",
  "symbols": ["C", "C", "N", "N", "N", "N", "O", "H", "H", "H"],
  "coordinates": [[-0.392, 2.183, 0.174], [-0.083, 0.279, -0.004], [0.084, 1.343, -0.757], [-0.617, 1.667, 1.382], [-0.308, 0.350, 1.253], [0.207, -1.516, -0.695], [-0.726, -2.324, -0.029], [-0.440, 3.326, 0.130], [-1.474, -1.706, 0.070], [1.032, -1.916, -0.292]],
  "forces_ev_per_angstrom": [[0.3249, 3.5799, 1.3563], [2.9746, -6.0734, -2.3032], [-1.1913, -0.1187, -0.3662], [0.0418, 1.0333, 0.1660], [-1.3750, -0.5955, 0.6794], [-0.2989, 3.8947, -0.2311], [-1.7852, 0.0935, 0.6484], [0.0045, -1.7870, -0.5458], [0.2466, -0.6217, 0.1621], [1.0582, 0.5949, 0.4341]],
  "homo_lumo_gap_ha": 0.3184,
  "e_above_lowest_kcal_mol": 72.15,
  "charge": -1,
  "lumo_energy_ev": 4.512
}